H80O40 | ωB97M-V/def2-TZVPD

## Properties
E_HOMO (spin up / spin down) = -0.433 / -8.223 eV
Frontier orbital gap (spin up / spin down) = 0.073 / 0.358 hartree
Calculated total energy = -3057.43407 Eh

```
! RIJCOSX wB97M-V def2-TZVPD def2/J DEFGRID3
* xyz -1 2
H 4.199 -1.528 -0.005
H 2.976 -2.185 -0.644
O 3.855 -2.367 -0.301
H 5.260 -3.639 0.979
H 3.951 -3.928 0.948
O 4.612 -3.865 1.660
H 2.134 3.642 -4.666
H 1.262 3.565 -3.201
O 2.084 3.770 -3.704
H 1.068 0.945 -4.796
H 2.648 0.466 -5.314
O 2.043 1.010 -4.797
H 5.013 2.074 3.156
H 5.413 1.093 1.969
O 5.665 1.911 2.402
H -2.627 -0.662 -2.453
O -2.736 0.195 -2.027
H -3.876 -0.050 -3.650
O -3.786 0.304 -4.551
H -0.630 -4.440 3.488
H -0.667 -3.203 2.455
O -1.176 -3.820 2.990
H 0.136 4.859 2.802
H 0.786 5.730 1.651
O 0.780 5.556 2.598
H 1.257 -3.997 -5.445
H 1.610 -2.843 -4.487
O 2.026 -3.485 -5.089
H -1.759 -4.042 0.285
H -2.841 -4.343 1.272
O -2.489 -4.679 0.431
H -1.876 2.287 -3.507
O -1.016 2.061 -3.083
H 0.695 -1.346 2.012
H 1.815 -1.270 2.858
O 1.285 -0.649 2.328
H -0.116 -1.285 -6.417
H -0.367 -1.011 -4.971
O -0.310 -1.761 -5.568
H -1.733 1.062 4.283
H -1.006 1.090 5.495
O -1.941 0.934 5.234
H 3.753 2.051 -1.350
H 3.067 3.013 -2.238
O 3.065 2.062 -2.023
H 0.317 2.088 -1.502
H -0.004 2.914 -0.159
O 0.499 2.151 -0.553
H -2.501 4.418 1.483
H -3.124 4.456 2.920
O -2.921 4.983 2.144
H -4.231 -3.784 2.731
O -4.411 -4.732 2.794
H 4.141 -2.666 3.548
H 4.306 -1.179 2.925
O 4.404 -1.754 3.677
H -0.917 2.688 2.379
O -0.957 1.729 2.624
H 4.317 2.312 0.087
H 5.605 2.481 0.824
O 5.260 2.205 -0.068
H 1.470 1.212 2.442
H 1.632 2.618 3.293
O 2.085 1.825 2.871
H 0.074 -3.541 -1.667
H 0.598 -2.263 -0.974
O 0.816 -3.197 -1.175
H 1.327 -0.104 -3.462
H 1.256 -1.099 -2.373
O 0.711 -0.807 -3.126
H -3.930 1.750 1.610
H -3.831 1.154 3.199
O -3.598 1.818 2.506
H -1.717 2.089 -6.049
H -2.174 0.711 -5.350
O -1.477 1.176 -5.853
H 5.227 0.317 -0.875
H 5.699 -0.891 -2.000
O 5.042 -0.403 -1.495
H 0.530 0.288 -0.425
H 1.352 -0.792 0.347
O 0.853 -0.641 -0.480
H -3.817 -2.854 5.013
H -2.337 -3.314 4.296
O -3.021 -3.395 4.977
H -4.852 -2.172 0.860
H -4.696 -1.179 2.209
O -4.729 -2.046 1.812
H -0.038 3.290 -6.087
O 0.281 3.189 -5.164
H -1.800 -5.159 -3.474
H -3.145 -4.539 -3.687
O -2.720 -5.305 -3.255
H -3.604 -5.242 3.126
H -2.123 0.862 -2.358
H -1.910 1.524 2.403
H -3.795 -0.499 -5.110
H -0.119 2.075 -3.442
H 0.203 4.028 -4.658
O -1.168 5.073 -2.192
H -0.351 5.610 -2.018
H -1.979 5.627 -2.206
O -4.225 -0.237 4.484
H -4.832 -0.519 5.174
H -3.523 0.246 4.961
O -1.873 -1.248 2.673
H -2.096 -1.545 3.563
H -2.571 -1.712 2.132
O 1.996 -2.841 3.801
H 2.234 -3.637 4.282
H 1.468 -2.314 4.458
O 3.043 0.060 5.568
H 3.517 -0.720 5.277
H 3.014 0.695 4.844
O 1.474 6.194 -1.467
H 1.788 5.412 -1.936
H 2.153 6.823 -1.251
O -5.991 -2.789 -0.559
H -6.155 -3.643 -0.130
H -6.935 -2.609 -0.745
*
```

Here are the Löwdin charges for atoms 1 to 4, given in e:
1. H 0.019
2. H 0.019
3. O -0.058
4. H 0.034



H80O40 | ωB97M-V/def2-TZVPD

## Properties
E_HOMO = -10.638 eV
Frontier orbital gap = 0.360 hartree
Calculated total energy = -3057.08453 Eh

```
! RIJCOSX wB97M-V def2-TZVPD def2/J DEFGRID3
* xyz 0 1
H 3.027 4.308 -2.047
H 4.312 3.574 -1.866
O 3.816 4.423 -1.503
H 0.832 -2.507 -1.339
H 1.658 -3.052 -2.689
O 0.883 -2.694 -2.306
H 0.103 -3.744 0.885
H 0.023 -3.572 2.456
O 0.172 -4.227 1.753
H 6.241 0.148 -1.005
H 4.765 0.748 -1.232
O 5.252 -0.027 -1.192
H -0.242 0.098 -4.525
H 1.002 0.493 -4.073
O 0.232 0.538 -3.777
H -3.781 0.294 -3.785
O -3.781 0.913 -4.502
H -0.006 0.301 5.333
O -0.503 -0.715 5.576
H 0.661 2.463 -3.612
H -0.603 2.349 -2.709
O 0.037 2.967 -2.939
H -4.288 3.317 1.403
H -3.635 2.031 1.499
O -3.463 2.893 1.347
H -1.093 -1.602 1.309
H -0.680 -0.789 2.595
O -0.458 -1.578 2.094
H -2.251 2.624 -0.310
H -2.311 4.172 -0.390
O -1.784 3.459 -0.538
H -5.001 -2.336 4.016
O -4.793 -3.134 3.389
H -3.307 -1.237 -1.945
H -4.488 -1.954 -2.657
O -3.941 -1.061 -2.610
H 2.415 -1.340 -2.829
H 2.483 -1.577 -4.440
O 2.301 -0.830 -3.678
H 1.006 -0.211 -0.416
H 0.770 -1.364 0.669
O 0.857 -1.125 -0.158
H -5.225 -0.396 0.653
H -4.091 -0.055 0.096
O -4.284 -0.140 1.007
H -1.262 2.588 2.298
H -0.200 3.581 2.696
O -0.785 2.904 2.904
H -3.256 3.317 4.506
H -1.837 3.992 4.132
O -2.706 4.072 4.649
H -2.634 0.644 1.752
O -1.799 0.731 1.292
H 5.110 3.522 0.299
H 3.529 3.758 0.022
O 4.127 3.303 0.654
H 1.534 1.451 -0.283
O 1.030 1.921 -0.902
H -3.397 -4.169 -2.905
H -3.671 -3.902 -1.406
O -3.386 -3.493 -2.328
H -1.073 0.581 -1.935
H -1.088 -1.015 -1.668
O -1.544 -0.098 -1.426
H 1.348 0.744 3.838
H 0.182 1.077 2.667
O 1.114 0.929 2.937
H 3.645 -4.806 1.440
H 2.323 -5.538 2.080
O 2.890 -5.407 1.267
H -1.963 -1.962 -0.961
H -1.747 -3.378 -0.858
O -1.482 -2.565 -0.395
H 2.806 -2.824 1.400
H 2.878 -1.827 0.159
O 3.012 -2.813 0.530
H -5.223 1.824 -3.225
H -5.279 0.846 -2.132
O -5.770 1.681 -2.432
H -3.621 -0.278 4.626
H -2.795 -1.205 5.392
O -3.603 -1.170 4.924
H -0.438 -2.037 -4.302
H -1.171 -3.272 -3.832
O -1.251 -2.498 -4.086
H 1.939 0.070 6.523
H 2.822 1.044 5.801
O 2.004 0.871 6.276
H 4.292 1.175 -4.927
O 3.523 1.527 -5.479
H 3.906 2.991 3.142
H 3.980 1.360 3.484
O 4.177 2.294 3.757
H -1.735 0.573 0.308
H -2.968 1.375 -4.481
H 0.362 2.402 -0.432
H 0.259 -0.557 6.296
H -4.311 -2.556 2.667
H 2.794 1.235 -5.102
O 0.680 5.907 -1.682
H 0.543 5.578 -2.472
H 0.185 5.358 -1.066
O 3.574 1.412 -2.288
H 3.339 0.468 -2.741
H 2.979 2.072 -2.447
O 1.075 4.677 1.586
H 1.680 4.076 1.442
H 0.867 5.231 0.861
O -3.057 -4.599 1.458
H -3.782 -4.328 2.110
H -2.169 -4.316 1.697
O 3.031 -3.302 -3.871
H 2.815 -4.215 -4.212
H 4.073 -3.269 -3.494
O 0.102 -4.866 -1.850
H 0.625 -4.554 -1.195
H -0.245 -4.085 -2.390
O 4.304 -0.920 2.888
H 4.643 -1.137 1.939
H 3.687 -0.167 3.061
*
```

Here are the Löwdin charges for atoms 1 to 4, given in e:
1. H 0.039
2. H 0.111
3. O -0.083
4. H 0.041



H80O40 | ωB97M-V/def2-TZVPD

## Properties
E_HOMO = -9.886 eV
Frontier orbital gap = 0.355 hartree
Calculated total energy = -3057.21530 Eh

```
! RIJCOSX wB97M-V def2-TZVPD def2/J DEFGRID3
* xyz 0 1
H 5.767 2.223 -0.827
H 4.888 1.660 -1.817
O 4.927 2.309 -1.161
H -5.501 -1.062 -0.330
H -4.875 -2.202 -1.067
O -4.678 -1.272 -0.841
H -2.305 -1.507 0.046
H -3.433 -2.100 0.970
O -2.527 -2.033 0.863
H -2.347 1.415 2.312
H -3.380 1.404 3.288
O -3.233 1.974 2.551
H -1.321 2.802 3.441
H -1.324 4.203 2.936
O -0.852 3.454 2.923
H 3.633 1.652 0.269
O 3.494 1.275 1.144
H 3.451 -1.684 1.265
O 2.924 -1.692 0.445
H -1.627 4.400 1.063
H -1.857 5.847 0.759
O -2.387 5.160 0.984
H -0.827 -0.794 -2.320
H -0.428 -0.691 -3.791
O -0.997 -0.288 -3.157
H -4.139 0.148 5.038
H -3.657 -1.065 5.288
O -4.371 -0.824 4.749
H 3.438 4.867 -2.407
H 3.495 5.215 -0.949
O 2.973 4.672 -1.574
H 3.881 -3.938 1.627
O 3.071 -3.908 2.030
H 3.672 -3.155 -4.912
H 3.833 -3.406 -3.449
O 4.329 -3.018 -4.232
H -2.254 -1.325 -2.864
H -3.322 -2.395 -2.362
O -2.654 -2.182 -2.954
H -3.015 5.716 -1.800
H -1.642 5.203 -2.402
O -2.475 4.969 -2.017
H -0.103 -5.509 -1.331
H 1.015 -5.122 -0.588
O 0.656 -4.862 -1.411
H 0.584 -1.538 -0.497
H 0.040 0.010 -1.019
O -0.206 -0.997 -0.840
H 4.941 -0.828 3.122
H 6.147 -1.070 2.331
O 5.579 -1.463 2.902
H 2.012 4.115 2.938
O 1.549 4.640 2.085
H 0.165 4.956 -2.264
H 0.860 6.382 -2.484
O 0.113 5.746 -2.641
H -3.761 3.766 -2.733
O -4.336 3.098 -2.729
H -2.283 -3.295 -1.626
H -1.138 -4.271 -1.380
O -2.057 -4.247 -1.398
H -2.361 -0.629 2.862
H -1.391 -0.574 3.955
O -2.200 -0.250 3.829
H 1.901 1.030 -4.535
H 0.999 1.360 -3.346
O 1.240 0.539 -3.898
H 4.377 4.496 3.094
H 3.693 3.357 2.198
O 3.943 3.597 3.052
H 1.885 1.733 -1.096
H 0.563 1.756 -1.750
O 1.116 1.229 -1.154
H 2.542 -2.160 -2.514
H 3.517 -1.758 -1.293
O 3.193 -1.564 -2.174
H -1.877 -4.473 4.081
H -0.696 -4.204 3.063
O -1.063 -4.017 3.925
H 0.044 -0.439 1.755
H 1.119 0.319 1.843
O 0.959 -0.618 1.960
H -5.248 1.706 0.066
H -5.106 2.967 0.865
O -4.611 2.218 0.588
H -0.174 -3.837 -2.657
H -1.185 -3.236 -3.559
O -0.243 -3.082 -3.338
H -1.024 -3.132 0.831
O -0.180 -3.363 0.691
H -4.337 -4.609 0.884
H -4.920 -3.220 1.414
O -4.771 -3.910 0.907
H 1.755 4.129 1.267
H 3.278 0.400 0.798
H -3.904 2.295 -3.042
H 2.023 -1.304 0.817
H 2.840 -4.399 2.807
H 0.555 -3.447 1.140
O -2.286 2.461 -0.516
H -2.307 3.369 -1.019
H -3.315 2.383 -0.401
O 1.503 -2.349 -5.642
H 1.466 -1.488 -5.296
H 0.787 -2.876 -5.194
O 1.651 -4.179 4.466
H 2.072 -3.356 4.841
H 0.730 -4.393 4.651
O -0.518 2.546 -2.548
H -1.103 2.459 -1.722
H -0.594 1.805 -3.128
O -0.094 1.875 1.423
H -1.017 1.706 1.271
H 0.195 2.564 0.792
O 4.226 0.661 -3.399
H 3.680 -0.118 -3.325
H 4.872 0.496 -4.061
O -0.815 -2.335 5.956
H -0.098 -2.425 6.532
H -1.158 -3.240 5.818
*
```

Here are the Löwdin charges for atoms 1 to 4, given in e:
1. H 0.011
2. H -0.023
3. O 0.006
4. H 0.079



H80O40 | ωB97M-V/def2-TZVPD

## Properties
E_HOMO = -10.339 eV
Frontier orbital gap = 0.350 hartree
Calculated total energy = -3057.17558 Eh

```
! RIJCOSX wB97M-V def2-TZVPD def2/J DEFGRID3
* xyz 0 1
H 2.765 0.597 3.441
H 4.133 1.177 3.972
O 3.207 0.755 4.308
H -1.195 -2.180 -2.514
H -1.355 -3.398 -3.346
O -1.434 -2.474 -3.335
H 0.358 -2.052 -5.563
H -1.041 -2.122 -5.015
O -0.639 -2.160 -5.762
H -2.348 -3.598 2.995
H -2.669 -4.331 4.514
O -2.796 -3.516 3.852
H 1.703 -0.045 0.391
H 2.019 -1.533 0.002
O 2.296 -0.662 -0.142
H 6.026 1.399 -1.080
O 6.034 2.113 -0.487
H -3.838 0.545 -1.566
O -4.151 0.529 -2.424
H 5.762 2.399 1.828
H 4.487 2.896 1.826
O 5.087 2.687 2.491
H -1.206 3.626 4.158
H -1.274 2.959 5.598
O -1.713 3.154 4.774
H -1.252 -0.098 -3.570
H -0.604 0.747 -2.489
O -1.494 0.439 -2.865
H 1.314 3.106 0.550
H 2.428 2.091 -0.090
O 1.947 2.462 0.631
H 3.897 2.201 -3.816
O 3.645 3.105 -4.102
H 2.291 5.159 -0.496
H 1.887 4.098 -1.686
O 1.735 5.057 -1.350
H 4.550 -1.243 -1.283
H 5.857 -1.058 -0.417
O 5.473 -1.241 -1.309
H 0.328 -1.513 1.967
H 0.911 -1.044 3.216
O 1.140 -1.704 2.547
H -2.262 5.128 1.963
H -2.020 4.673 0.577
O -1.656 5.311 1.227
H -4.929 -2.050 3.027
H -4.299 -0.803 2.718
O -5.121 -1.234 2.578
H -2.844 2.324 0.875
H -4.133 1.453 1.166
O -3.203 1.454 1.058
H -0.863 5.753 -0.550
O -1.129 5.043 -1.252
H -2.031 0.430 2.777
H -1.667 -0.053 4.171
O -1.577 -0.249 3.224
H -3.417 -2.200 1.472
O -2.832 -1.771 0.734
H 3.332 -0.019 -1.865
H 3.589 0.662 -0.515
O 3.710 0.793 -1.580
H 0.843 0.600 -1.436
H 1.450 1.910 -2.177
O 0.729 1.581 -1.593
H -5.725 -0.177 -0.464
H -5.808 0.035 1.094
O -5.602 0.525 0.305
H -3.700 -5.254 -1.663
H -2.745 -4.313 -2.448
O -3.136 -5.251 -2.511
H 1.385 -1.467 -2.602
H 0.858 -1.210 -1.280
O 0.615 -1.257 -2.180
H -0.536 -4.035 1.093
H -1.056 -4.773 -0.339
O -1.225 -3.985 0.335
H 0.935 2.541 4.201
H 1.918 3.692 3.912
O 1.466 3.316 4.533
H -2.099 2.488 -2.481
H -2.835 3.600 -2.010
O -2.524 2.881 -1.779
H 4.869 4.541 -1.033
H 4.316 3.812 -2.354
O 4.399 3.815 -1.360
H -4.365 4.003 -0.528
H -4.418 3.983 1.002
O -4.132 4.545 0.304
H 0.462 -6.391 1.675
O 0.270 -5.519 2.279
H -4.412 -3.928 -1.107
H -4.163 -5.248 -0.163
O -3.913 -4.333 -0.308
H -0.233 4.656 -1.288
H 6.026 3.027 -0.934
H -2.763 -2.686 0.298
H -3.241 0.459 -2.831
H 2.934 3.260 -3.436
H 0.464 -5.900 3.040
O -0.251 -0.648 -0.147
H -0.644 0.192 -0.517
H -0.965 -1.070 0.459
O 3.801 -3.187 3.544
H 2.914 -3.412 3.385
H 3.866 -2.140 3.781
O 0.770 1.331 5.919
H 1.606 0.794 5.869
H 1.075 1.934 6.579
O 1.667 0.834 -4.195
H 1.026 0.404 -3.721
H 1.217 1.092 -4.952
O 2.747 -3.305 -2.247
H 2.428 -3.792 -2.988
H 3.327 -3.675 -1.659
O 0.784 -4.758 -1.981
H -0.129 -4.358 -1.851
H 1.167 -5.075 -1.110
O -3.756 -2.604 -2.440
H -4.077 -1.683 -3.002
H -2.802 -2.387 -2.650
*
```

Here are the Löwdin charges for atoms 1 to 4, given in e:
1. H 0.028
2. H 0.109
3. O -0.124
4. H 0.009